[1]
# C5H6N

A gas-phase ion, C5H6N (charge +1) (ωB97M-V/def2-TZVPD, the OMol25 dataset).

Structure (ORCA input):
```
! RIJCOSX wB97M-V def2-TZVPD def2/J DEFGRID3
* xyz 1 1
C -1.46 0.00 -0.23
C -2.61 -0.03 0.22
C 0.35 -1.90 -0.12
C 0.72 -0.69 0.26
C 0.20 1.63 -0.05
N -0.18 0.25 -0.06
H 0.98 -2.77 0.01
H -0.61 -2.09 -0.59
H 1.67 -0.39 0.68
H -0.55 2.25 -0.54
H 0.33 1.99 0.98
H 1.17 1.75 -0.55
*
```

Results
energy relative to the best compared isomer or geometry (same formula, charge and spin)	167.12	kcal/mol
gap between HOMO and LUMO (spin up / spin down)	7.47 / 7.90	eV
LUMO energy (spin up / spin down)	-0.298 / -0.305	Ha

=====

[2]
# C4H6N3O4

A gas-phase ion, C4H6N3O4 (charge +1) (ωB97M-V/def2-TZVPD, the OMol25 dataset).

Structure (ORCA input):
```
! RIJCOSX wB97M-V def2-TZVPD def2/J DEFGRID3
* xyz 1 1
C 0.99 2.00 -0.73
C -0.04 -0.42 -0.11
C -1.52 1.46 -0.60
C 0.23 -1.28 0.99
N -0.16 2.22 -1.12
N -1.33 0.26 -0.15
N 1.45 -1.92 1.04
O 2.05 1.88 -0.38
O 0.63 -0.67 -1.26
O -2.45 2.12 -0.78
O -0.66 -1.27 1.98
H -0.26 3.12 -1.50
H -2.12 -0.23 0.12
H 1.59 -2.84 1.35
H 2.04 -1.52 0.23
H -0.03 -1.07 -1.80
H -0.42 -1.83 2.73
*
```

Results
energy relative to the best compared isomer or geometry (same formula, charge and spin)	70.93	kcal/mol
gap between HOMO and LUMO	7.84	eV
structure (SMILES)	N/C(O)=C(\O)NC(=O)[NH+]=C=O
LUMO energy	-0.158	Ha

=====

[3]
# C12H7AgBrN3O2Se

A molecular structure, C12H7AgBrN3O2Se (ωB97M-V/def2-TZVPD, the OMol25 dataset).

Structure (ORCA input):
```
! RIJCOSX wB97M-V def2-TZVPD def2/J DEFGRID3
* xyz 0 1
Ag -0.27 2.88 -0.15
Se -1.07 2.68 3.57
N -0.54 1.08 4.06
C 0.26 0.59 3.12
C 0.92 -0.66 3.12
C 1.65 -0.97 2.00
C 1.72 -0.09 0.91
N 1.14 1.09 0.89
C 0.44 1.43 1.98
N -0.17 2.63 2.06
H 0.83 -1.32 3.96
H 2.19 -1.91 1.95
H 2.28 -0.35 0.03
Br 0.41 2.30 -2.63
C -0.03 0.43 -2.25
C 0.97 -0.50 -2.52
C 0.72 -1.84 -2.29
C -0.53 -2.24 -1.84
C -1.52 -1.30 -1.62
C -1.28 0.06 -1.80
C -2.48 0.99 -1.48
O -3.56 0.63 -1.90
O -2.23 2.00 -0.76
H 1.92 -0.18 -2.92
H 1.49 -2.57 -2.49
H -0.74 -3.29 -1.69
H -2.51 -1.60 -1.32
*
```

Results
gap between HOMO and LUMO	6.32	eV
LUMO energy	-0.074	Ha

=====

[4]
# C8H7I

C8H7I in the gas phase (ωB97M-V/def2-TZVPD, the OMol25 dataset).

Structure (ORCA input):
```
! RIJCOSX wB97M-V def2-TZVPD def2/J DEFGRID3
* xyz 0 1
I -1.76 -1.88 -2.22
C 0.75 0.78 0.87
C -0.57 1.22 0.20
C 1.27 0.18 -0.43
C 0.07 -0.57 1.24
C -0.05 0.62 -1.13
C -1.21 -0.10 0.54
C 0.61 -1.17 -0.10
C -0.66 -0.71 -0.79
H 1.35 1.44 1.53
H -1.02 2.19 0.31
H 2.22 0.32 -0.87
H 0.18 -1.10 2.20
H -0.05 1.15 -2.06
H -2.24 -0.24 0.95
H 1.11 -2.15 -0.23
*
```

Results
energy relative to the best compared isomer or geometry (same formula, charge and spin)	39.76	kcal/mol
gap between HOMO and LUMO	9.80	eV
structure (SMILES)	I[C@]12[C@H]3[C@@H]4C5[C@H]3[C@H]1[C@@H]5[C@@H]42
LUMO energy	0.024	Ha

=====

[5]
# C2H11O4

4 unconnected molecules or ions with the total composition C2H11O4 (ωB97M-V/def2-TZVPD, the OMol25 dataset).

Structure (ORCA input):
```
! RIJCOSX wB97M-V def2-TZVPD def2/J DEFGRID3
* xyz -1 1
C 1.04 -0.16 1.03
O 0.01 -0.23 0.11
C 1.20 1.25 1.66
H 0.93 -0.92 1.83
H 2.01 -0.40 0.57
H 0.33 1.44 2.29
H 2.10 1.18 2.27
H 1.27 2.06 0.94
H 0.35 -1.76 -0.81
H -0.30 -1.77 -2.11
O 0.08 -2.42 -1.50
H -1.31 0.26 0.75
H -2.89 0.12 0.76
O -2.18 0.57 1.23
H 0.89 1.28 -2.49
H 0.14 0.58 -1.30
O 0.02 1.04 -2.19
*
```

Results
energy relative to the best compared isomer or geometry (same formula, charge and spin)	2.54	kcal/mol
gap between HOMO and LUMO	8.67	eV
LUMO energy	0.151	Ha

=====

[6]
# CH5NO3S2

2 unconnected molecules or ions with the total composition CH5NO3S2 (ωB97M-V/def2-TZVPD, the OMol25 dataset).

Structure (ORCA input):
```
! RIJCOSX wB97M-V def2-TZVPD def2/J DEFGRID3
* xyz 0 1
C -1.58 0.58 -0.19
N 0.85 -0.34 -0.37
O 0.30 1.07 1.69
O 0.52 2.09 -0.56
O -0.11 -1.63 0.59
S 2.46 -0.71 -0.26
S 0.08 1.01 0.30
H -1.97 -0.34 0.25
H -2.06 1.52 0.08
H -1.46 0.55 -1.28
H 0.50 -2.14 1.02
H 2.45 -1.67 -1.27
*
```

Results
energy relative to the best compared isomer or geometry (same formula, charge and spin)	50.74	kcal/mol
gap between HOMO and LUMO (spin up / spin down)	9.01 / 9.01	eV
LUMO energy (spin up / spin down)	-0.036 / -0.037	Ha

=====

[7]
# C5H15NO

2 unconnected molecules or ions with the total composition C5H15NO (ωB97M-V/def2-TZVPD, the OMol25 dataset).

Structure (ORCA input):
```
! RIJCOSX wB97M-V def2-TZVPD def2/J DEFGRID3
* xyz 0 1
C 2.77 -0.48 -0.86
N 1.79 -0.22 0.14
C 1.45 -1.60 0.65
C -0.21 -0.27 -1.36
C 0.69 0.56 -0.33
C -0.22 1.20 0.82
H 3.42 0.38 -1.01
H 3.38 -1.33 -0.48
H 2.53 -0.88 -1.90
H 2.25 -2.12 1.11
H 1.16 -2.30 -0.20
H 0.64 -1.52 1.39
H -0.92 0.51 -1.90
H -0.72 -1.16 -1.06
H 0.44 -0.61 -2.21
H 1.07 1.48 -0.94
H -1.05 2.01 0.45
H -0.83 0.36 1.19
H 0.50 1.58 1.54
H -6.20 2.20 1.40
H -5.56 0.96 2.03
O -6.37 1.25 1.51
*
```

Results
energy relative to the best compared isomer or geometry (same formula, charge and spin)	51.98	kcal/mol
gap between HOMO and LUMO	9.28	eV
structure (SMILES)	CC(C)N(C)C.O
LUMO energy	0.024	Ha

=====

[8]
# C24H24BiIN2O3PS2

A molecular structure, C24H24BiIN2O3PS2 (ωB97M-V/def2-TZVPD, the OMol25 dataset).

Structure (ORCA input):
```
! RIJCOSX wB97M-V def2-TZVPD def2/J DEFGRID3
* xyz 1 1
Bi 1.04 2.45 0.18
N 1.71 1.74 2.53
C 3.04 1.18 2.87
C 4.16 1.87 2.12
N 4.03 1.63 0.68
H 1.57 2.63 3.01
H 0.98 1.12 2.87
H 3.02 0.12 2.62
H 3.22 1.27 3.94
H 5.11 1.50 2.52
H 4.13 2.94 2.30
H 4.27 0.67 0.45
H 4.67 2.22 0.16
I 1.50 1.40 -2.84
C 0.09 0.07 -3.66
C 0.11 0.12 -5.03
C -0.63 -0.80 -5.79
C -1.34 -1.76 -5.15
C -1.39 -1.81 -3.73
C -2.16 -2.84 -3.15
C -2.30 -2.93 -1.81
C -1.70 -1.97 -1.00
C -0.93 -0.94 -1.50
P -0.37 0.10 -0.05
C 0.69 -1.12 0.83
C 0.28 -2.03 1.80
C 1.19 -2.94 2.33
C 2.50 -2.97 1.88
C 2.91 -2.07 0.90
C 2.01 -1.15 0.38
C -1.89 0.32 0.92
C -1.86 0.34 2.31
C -3.01 0.60 3.04
C -4.20 0.86 2.37
C -4.24 0.87 0.99
C -3.09 0.60 0.26
C -0.71 -0.85 -2.92
H 0.73 0.85 -5.53
H -0.60 -0.74 -6.87
H -1.88 -2.51 -5.71
H -2.64 -3.56 -3.81
H -2.89 -3.72 -1.36
H -1.88 -2.03 0.06
H -0.74 -2.05 2.14
H 0.86 -3.64 3.08
H 3.20 -3.69 2.28
H 3.93 -2.11 0.53
H 2.33 -0.46 -0.40
H -0.93 0.16 2.84
H -2.98 0.61 4.12
H -5.10 1.07 2.94
H -5.16 1.09 0.47
H -3.12 0.63 -0.82
O -2.47 4.65 -0.66
S -1.20 4.03 -0.50
O -1.07 2.66 -1.10
O 0.02 4.74 -0.86
S -0.80 3.55 1.52
*
```

Results
energy relative to the best compared isomer or geometry (same formula, charge and spin)	0.00	kcal/mol
gap between HOMO and LUMO	7.78	eV
LUMO energy	-0.126	Ha

=====

[9]
# C2H2Cl2O2

C2H2Cl2O2 in the gas phase (ωB97M-V/def2-TZVPD, the OMol25 dataset).

Structure (ORCA input):
```
! RIJCOSX wB97M-V def2-TZVPD def2/J DEFGRID3
* xyz 0 1
C -0.43 0.48 -0.05
C 0.49 -0.58 0.48
H -0.79 1.25 -1.76
H 1.29 -0.56 -0.25
O -0.30 0.48 -1.39
O -1.13 1.27 0.52
Cl 1.21 -0.14 2.02
Cl -0.33 -2.20 0.44
*
```

Results
energy relative to the best compared isomer or geometry (same formula, charge and spin)	15.97	kcal/mol
gap between HOMO and LUMO	11.52	eV
structure (SMILES)	O=C(O)C(Cl)Cl
LUMO energy	0.016	Ha

=====

[10]
# C5H11NO

C5H11NO in the gas phase (ωB97M-V/def2-TZVPD, the OMol25 dataset).

Structure (ORCA input):
```
! RIJCOSX wB97M-V def2-TZVPD def2/J DEFGRID3
* xyz 0 1
C -1.94 -0.63 -1.02
C -1.33 0.20 0.11
C 0.18 0.43 -0.06
C 0.74 1.42 0.96
N 0.87 -0.86 0.06
C 2.21 -0.99 -0.09
O 2.96 -0.11 -0.47
H -1.83 -0.13 -1.99
H -1.46 -1.62 -1.10
H -3.01 -0.80 -0.85
H -1.82 1.18 0.15
H -1.50 -0.28 1.08
H 0.37 0.81 -1.07
H 1.83 1.46 0.86
H 0.34 2.43 0.80
H 0.48 1.11 1.98
H 0.36 -1.64 0.44
H 2.56 -2.00 0.18
*
```

Results
energy relative to the best compared isomer or geometry (same formula, charge and spin)	5.40	kcal/mol
gap between HOMO and LUMO	10.67	eV
structure (SMILES)	CC[C@@H](C)NC=O
LUMO energy	0.034	Ha

=====

[11]
# C16H17N

2 unconnected molecules or ions with the total composition C16H17N (ωB97M-V/def2-TZVPD, the OMol25 dataset).

Structure (ORCA input):
```
! RIJCOSX wB97M-V def2-TZVPD def2/J DEFGRID3
* xyz 0 1
C 0.27 -2.84 -1.24
C -2.80 -0.65 -1.36
C -2.33 0.37 -2.08
C -2.08 -1.83 -1.14
C -0.73 -1.83 -1.51
C -1.00 0.40 -2.51
C -0.16 -0.63 -2.05
H -3.85 -0.85 -1.23
H -2.98 1.13 -2.51
H -2.54 -2.79 -0.80
H -0.64 1.11 -3.21
H 0.00 -3.76 -0.77
H 0.94 -2.43 -0.38
H 0.90 -0.53 -2.28
H 1.23 -3.08 -1.86
C -0.22 -0.98 3.33
C -0.94 1.00 2.21
C 0.02 0.11 2.37
C 0.52 1.43 0.55
C 1.05 0.31 1.38
C 1.26 2.15 -0.35
C 2.36 -0.11 1.20
C 2.52 1.62 -0.45
C 3.16 0.57 0.27
N -0.74 1.85 1.08
H -1.95 1.03 2.75
H -1.58 2.15 0.52
H -0.92 -1.73 3.01
H -0.69 -0.64 4.19
H 0.86 2.98 -0.93
H 2.76 -0.96 1.88
H 3.34 1.97 -1.17
H 4.14 0.33 -0.01
H 0.76 -1.46 3.49
*
```

Results
energy relative to the best compared isomer or geometry (same formula, charge and spin)	62.33	kcal/mol
gap between HOMO and LUMO	8.74	eV
structure (SMILES)	Cc1c[nH]c2ccccc12.Cc1ccccc1
LUMO energy	0.033	Ha

=====

[12]
# C6H13O3S3

2 unconnected molecules or ions with the total composition C6H13O3S3 (ωB97M-V/def2-TZVPD, the OMol25 dataset).

Structure (ORCA input):
```
! RIJCOSX wB97M-V def2-TZVPD def2/J DEFGRID3
* xyz -1 3
C 1.94 1.92 -0.49
C 2.01 0.97 0.70
C 0.65 0.51 1.21
C -0.10 -0.43 0.24
C -1.37 -0.85 0.90
C -2.53 -2.19 -0.97
O -4.05 -2.79 1.06
O -2.85 -4.65 -0.07
O -4.82 -3.58 -1.09
S -1.37 -1.89 2.19
S -1.36 -2.95 -2.06
S -3.59 -3.43 -0.34
H 1.38 2.82 -0.23
H 1.44 1.45 -1.33
H 2.94 2.21 -0.80
H 2.62 0.10 0.43
H 2.53 1.48 1.52
H 0.79 -0.03 2.15
H 0.03 1.38 1.42
H 0.51 -1.30 0.03
H -0.32 0.08 -0.70
H -2.25 -0.23 0.76
H -3.13 -1.47 -1.52
H -3.25 -2.61 1.59
H -1.18 -4.00 -1.26
*
```

Results
gap between HOMO and LUMO (spin up / spin down)	4.58 / 6.00	eV
LUMO energy (spin up / spin down)	0.109 / 0.073	Ha